Density functional theory data (ωB97M-V/def2-TZVPD) for a molecular structure, C31H32F4N2O3PdS2 at a distorted geometry.

## Properties
Kohn-Sham gap, eV: 3.50
HOMO level, Eh: 0.0163
Energy above the lowest of the compared OMol25 structures with the same formula, charge and spin, eV: 2.112
Net charge: -2
Lowest unoccupied orbital energy, Ha: 0.145

Each line ends with the Löwdin charge.
Geometry (Å):
Pd1 1.2070 1.3767 -0.9732  0.30
C1 -1.3443 -2.2219 2.4572  -0.07
C2 -0.7961 -0.8720 2.9360  -0.37
C3 -1.4513 -0.4525 4.2541  -0.07
C4 0.7161 -0.9269 3.0276  -0.16
C5 1.3161 -1.8465 3.8690  -0.08
C6 2.6915 -1.9938 3.9056  -0.13
C7 3.4607 -1.2428 3.0329  -0.08
C8 2.9068 -0.3130 2.1721  -0.14
C9 3.8413 0.4030 1.2258  -0.37
C10 3.6612 1.9202 1.2242  -0.08
C11 3.6605 -0.1619 -0.1850  -0.08
C12 1.5074 -0.0861 2.1961  -0.20
N1 0.9037 0.8718 1.4291  0.04
C13 0.3015 1.9080 2.0079  -0.27
C14 0.4968 2.2833 3.3682  -0.06
C15 -0.1134 3.3863 3.9205  -0.15
C16 -0.9540 4.1959 3.1680  -0.16
C17 -1.1652 3.8772 1.8289  -0.05
C18 -0.5690 2.7698 1.2903  -0.21
F1 -0.8735 2.4510 -0.0122  -0.02
H1 -2.4228 -2.1635 2.3055  0.06
H2 -1.1384 -3.0122 3.1782  0.06
H3 -0.8726 -2.4925 1.5151  0.07
H4 -1.0510 -0.1234 2.1799  0.12
H5 -1.2107 -1.1498 5.0566  0.06
H6 -2.5353 -0.4159 4.1396  0.07
H7 -1.0978 0.5374 4.5324  0.06
H8 0.7011 -2.4648 4.5150  0.09
H9 3.1553 -2.6877 4.5985  0.08
H10 4.5369 -1.3852 3.0296  0.09
H11 4.8692 0.1778 1.5622  0.11
H12 2.7538 2.1870 0.6727  0.03
H13 4.5064 2.3938 0.7260  0.07
H14 3.5849 2.3005 2.2440  0.07
H15 2.6518 0.1199 -0.5697  0.02
H16 3.7464 -1.2495 -0.1807  0.07
H17 4.4063 0.2617 -0.8545  0.07
H18 1.1726 1.6768 3.9607  0.11
H19 0.0709 3.6361 4.9633  0.08
H20 -1.4345 5.0629 3.6024  0.07
H21 -1.7940 4.4967 1.2013  0.11
F2 -0.3702 2.3376 -2.7359  0.06
C19 0.8939 2.5277 -3.1668  -0.65
F3 0.7478 3.1999 -4.3413  0.06
F4 1.3906 1.3295 -3.5260  0.02
S1 2.1183 3.4702 -2.0332  0.41
O1 1.4079 3.8293 -0.8304  -0.34
O2 2.4190 4.6200 -2.8700  -0.36
O3 3.2319 2.5550 -1.9251  -0.35
N2 0.3253 -0.7266 -1.8012  -0.33
S2 -0.4322 -0.8296 -3.1564  1.00
C20 -2.1665 -0.2445 -2.9568  -0.38
C21 -3.0573 -0.3967 -4.0045  -0.10
C22 -4.3572 0.0561 -3.8611  -0.10
C23 -4.7551 0.6545 -2.6748  -0.10
C24 -3.8468 0.8215 -1.6415  -0.07
C25 -2.5418 0.3836 -1.7871  -0.08
C26 -0.9576 -2.5363 -3.4769  -0.37
C27 -0.2773 -3.2501 -4.4677  -0.10
C28 -0.5013 -4.5961 -4.6333  -0.10
C29 -1.3958 -5.2672 -3.7975  -0.10
C30 -2.0728 -4.5571 -2.8072  -0.09
C31 -1.8569 -3.2091 -2.6423  -0.08
H22 -0.1125 -1.1842 -1.0058  0.01
H23 -2.7320 -0.8817 -4.9143  0.11
H24 -5.0623 -0.0581 -4.6745  0.09
H25 -5.7757 0.9987 -2.5599  0.09
H26 -4.1478 1.2945 -0.7184  0.11
H27 -1.8009 0.5269 -1.0119  0.09
H28 0.4126 -2.7133 -5.1013  0.10
H29 0.0170 -5.1387 -5.4135  0.09
H30 -1.5805 -6.3232 -3.9357  0.09
H31 -2.7771 -5.0701 -2.1654  0.10
H32 -2.3890 -2.6540 -1.8837  0.11

Atomic forces in eV per Å
Pd -0.2 -1.6 1.4
C 0.0 0.3 0.0
C -0.1 0.0 0.1
C 0.1 0.0 -0.2
C 0.0 0.1 -0.2
C 0.0 -0.1 0.1
C 0.0 -0.2 0.2
C 0.1 -0.2 0.2
C 0.1 0.1 0.0
C -0.1 0.1 -0.1
C 0.0 0.0 0.0
C 0.0 0.0 0.1
C -0.1 -0.1 0.4
N -0.3 0.0 -0.7
C 0.2 -0.1 0.3
C 0.1 -0.1 -0.2
C -0.2 0.3 0.2
C 0.0 0.2 0.3
C 0.0 -0.1 -0.1
C -0.3 -0.1 -0.5
F -0.4 0.3 0.9
H -0.1 0.0 0.0
H 0.0 -0.1 0.1
H 0.0 -0.1 -0.1
H 0.1 -0.1 0.1
H 0.0 -0.1 0.1
H -0.1 0.0 0.1
H 0.0 0.1 0.1
H -0.1 0.0 0.0
H 0.0 0.0 0.0
H 0.0 0.1 0.0
H -0.2 0.0 0.0
H 0.2 0.1 0.2
H 0.1 0.1 -0.1
H 0.0 0.1 0.1
H 0.5 -0.3 0.0
H 0.1 -0.1 0.0
H 0.0 0.1 -0.2
H 0.0 0.0 0.0
H 0.0 0.0 0.0
H 0.0 0.1 0.0
H 0.0 -0.1 -0.1
F -0.4 0.4 -0.3
C 0.6 0.4 0.1
F -0.1 0.1 -0.3
F 0.2 -0.1 -0.8
S -0.2 0.6 -1.5
O -0.3 0.4 0.5
O 0.1 0.3 0.0
O 0.7 -0.1 0.0
N 0.3 -0.1 -0.2
S -0.9 -0.1 0.5
C 0.4 0.0 -0.2
C 0.0 0.0 0.0
C -0.1 -0.1 -0.2
C -0.1 0.1 0.1
C -0.2 0.0 0.0
C 0.4 -0.2 0.1
C 0.1 -0.6 0.0
C -0.2 0.8 0.4
C -0.3 -0.8 0.1
C 0.1 0.4 -0.2
C 0.0 -0.5 -0.1
C 0.3 0.6 -0.3
H -0.2 0.0 0.0
H 0.0 0.0 -0.1
H 0.0 0.0 0.0
H 0.0 0.0 0.0
H 0.0 0.1 0.1
H 0.1 0.1 0.1
H 0.2 0.0 -0.1
H 0.0 0.0 0.0
H 0.0 -0.1 0.0
H 0.0 0.0 0.0
H 0.0 0.0 0.1